A structure of composition C7H5Cl4F at a distorted geometry. Source: OMol25; level of theory: wB97M-V/def2-TZVPD.

Geometry (Å):
C  11.72  -43.47  13.55
C  10.72  -41.22  13.42
C  10.63  -42.61  13.27
H  9.73  -43.10  12.93
C  12.93  -42.94  14.03
H  13.78  -43.57  14.28
H  11.93  -39.65  14.27
Cl  11.03  -41.27  8.03
Cl  12.31  -41.41  10.44
F  9.68  -40.37  13.08
H  13.75  -41.21  14.91
Cl  10.03  -39.68  10.25
C  10.67  -41.28  9.71
C  12.93  -41.59  14.32
H  11.67  -44.54  13.38
C  11.98  -40.68  13.97
Cl  9.54  -42.54  10.04

Calculated values
**Net charge**: -1
**Energy above the lowest of the compared OMol25 structures with the same formula, charge and spin**: 74.7 kJ/mol
**Orbital gap (alpha / beta)**: 3.26 / 9.24 eV
**2S+1**: 2